Formula: C15H18FNSSiTl
Source: the Open Molecules 2025 dataset
Level of theory: ωB97M-V/def2-TZVPD

The net charge is -1.

```
38
Properties=species:S:1:pos:R:3:mulliken_charge:R:1
Tl 3.48519 -1.83682 -1.26021 0.35
C -2.73523 -3.05041 -0.67967 -0.99
Si -2.32900 -1.39362 0.08174 0.06
C -2.68476 -0.03553 -1.16226 -0.92
C -3.53316 -1.20737 1.52173 -1.16
C -0.59860 -1.11551 0.74698 0.57
C -0.45674 -0.37260 1.90813 -0.06
C 0.79702 -0.02809 2.40570 -0.89
C 1.89290 -0.46519 1.69375 -0.40
N 1.79868 -1.16937 0.57351 -0.37
C 0.59010 -1.48575 0.06133 0.21
S 0.59232 -2.28967 -1.47384 -0.52
H -3.81572 -3.10832 -0.84521 0.30
H -2.44446 -3.87109 -0.02179 0.33
H -2.21265 -3.18742 -1.62194 0.30
H -3.70461 -0.09585 -1.54947 0.41
H -1.99354 -0.11484 -2.00403 0.24
H -2.54671 0.94756 -0.70662 0.23
H -4.55424 -1.34894 1.15887 0.30
H -3.49226 -0.23124 2.00699 0.33
H -3.33972 -1.96845 2.28082 0.34
H -1.33771 -0.03403 2.44247 0.18
H 0.91359 0.57508 3.29498 0.40
H 2.90165 -0.22658 2.01885 0.37
F 0.67198 3.88536 1.39633 -0.41
C 1.26167 3.05583 0.47843 0.52
C 2.63531 2.99191 0.41192 -0.58
C 3.22359 2.13120 -0.50514 -0.47
C 2.46806 1.32088 -1.36987 0.77
C 3.09069 0.36505 -2.27636 -1.99
C 1.06790 1.44378 -1.26700 -0.23
C 0.46713 2.28956 -0.35098 -0.52
H 3.23417 3.60392 1.07541 0.41
H 4.30649 2.07573 -0.55398 0.33
H 4.08237 0.67741 -2.60939 0.49
H 2.46007 0.09716 -3.12347 0.38
H 0.44931 0.82484 -1.90571 0.31
H -0.61109 2.35138 -0.27096 0.38
```

---

Formula: C15H18N2O2S2
Source: the Open Molecules 2025 dataset
Level of theory: ωB97M-V/def2-TZVPD

The SMILES is O=S(=O)(c1cccs1)N1CCN(Cc2ccccc2)CC1.

```
39
Properties=species:S:1:pos:R:3:mulliken_charge:R:1
O -2.37460 -1.81064 0.89285 -0.67
S -2.62466 -0.40613 1.05779 1.29
O -2.58985 0.14497 2.37770 -0.71
C -4.20937 -0.07397 0.34101 -0.03
C -5.04871 -0.94303 -0.28519 -0.23
C -6.22931 -0.31535 -0.73763 -0.52
C -6.25197 1.01211 -0.44303 -0.48
S -4.83751 1.52174 0.39420 -0.13
N -1.67500 0.55531 0.06857 0.14
C -0.52482 1.16277 0.70633 -1.26
C 0.62328 0.16598 0.82713 -0.35
N 0.97521 -0.32495 -0.49473 0.17
C 2.16311 -1.16282 -0.45358 -1.12
C 3.37949 -0.35442 -0.09145 0.50
C 4.29503 -0.81034 0.84600 -0.43
C 5.41605 -0.05900 1.15628 -0.59
C 5.62836 1.15987 0.53677 -0.39
C 4.71603 1.62398 -0.39693 -0.58
C 3.60087 0.86996 -0.71119 -0.15
C -0.15908 -1.01683 -1.08286 -0.58
C -1.34223 -0.05521 -1.20055 -1.11
H -4.81682 -1.98555 -0.40187 0.52
H -7.01889 -0.83004 -1.25405 0.39
H -7.02192 1.72335 -0.66709 0.44
H -0.84622 1.50278 1.69026 0.49
H -0.21883 2.01850 0.09806 0.36
H 1.49728 0.65587 1.26155 0.51
H 0.30662 -0.65703 1.49397 0.22
H 2.04506 -2.00574 0.24986 0.36
H 2.30409 -1.58182 -1.45626 0.40
H 4.13132 -1.75961 1.33650 0.35
H 6.12266 -0.42538 1.88663 0.38
H 6.50105 1.74737 0.78132 0.38
H 4.87743 2.57564 -0.88225 0.38
H 2.88138 1.22395 -1.43359 0.38
H 0.12158 -1.36518 -2.08029 0.47
H -0.46931 -1.88363 -0.47658 0.33
H -2.22682 -0.58814 -1.55372 0.40
H -1.09999 0.75065 -1.89996 0.45
```

---

Number 1: frontier orbital gap 0.2107 Ha. Number 2: frontier orbital gap 0.3422 Ha.